1.
Molecular formula: C29H24Cl16F40O17SrV
Method: DFT, ωB97M-V/def2-TZVPD

```
128
Properties=species:S:1:pos:R:3:lowdin_charge:R:1
V 4.46962 -1.65592 1.42315 1.0154
Sr -0.68645 0.77248 2.58179 1.6702
Cl 1.22098 -0.58284 -0.08837 0.6553
O 2.55344 -1.02211 0.16997 -0.3864
O 0.38901 -1.28665 0.85048 -0.3930
O 1.01767 0.80972 0.22909 -0.4154
O 0.87624 -0.86116 -1.45625 -0.2896
Cl 7.04554 -0.31881 0.32900 0.6878
O 8.14992 -0.95394 -0.27457 -0.2002
O 6.68459 -0.98390 1.53496 -0.4001
O 7.11927 1.06322 0.60687 -0.2423
O 5.75687 -0.57615 -0.27454 -0.4230
Cl 3.07856 -0.55872 3.97852 0.7459
O 4.03511 -0.00823 3.06713 -0.3721
O 1.82084 0.15277 3.79999 -0.3746
O 2.95564 -1.81699 3.25891 -0.3987
O 3.51043 -0.72247 5.33081 -0.1975
Cl 4.83596 -3.92679 0.80432 0.0585
C 1.39795 -6.94195 1.49601 -1.5848
Cl -0.01011 -7.57431 0.74379 0.5761
Cl 1.80678 -7.81459 2.97344 0.5462
Cl 1.31749 -5.17335 1.73125 0.5061
H 2.27257 -7.17357 0.88814 0.0108
C 0.41232 -5.17065 -2.71162 -1.4882
Cl -0.54768 -3.76043 -3.11265 0.5532
Cl 1.86020 -4.70157 -1.71054 0.4555
Cl 1.00667 -5.91131 -4.19033 0.5375
H -0.15930 -5.87437 -2.10653 0.0068
C 2.58262 1.74551 -3.32158 -1.5135
Cl 1.42416 2.68373 -2.30837 0.5375
Cl 4.10148 1.62368 -2.41496 0.5831
Cl 2.80705 2.53368 -4.84646 0.5823
H 2.08244 0.80246 -3.54196 -0.0148
C 3.89005 -2.31636 -4.85112 -1.4937
Cl 2.41247 -1.70335 -5.61243 0.5591
Cl 4.24639 -3.98894 -5.17790 0.5683
Cl 3.86983 -2.04224 -3.05146 0.4898
H 4.72180 -1.69366 -5.18056 0.0175
C -2.29632 0.98590 -5.90368 -0.0559
C -2.79794 0.44887 -4.56352 -0.4996
C -1.62889 -0.14681 -3.69303 -0.2779
F -0.51957 0.58552 -3.59686 0.0780
F -2.09219 -0.33243 -2.41143 0.0516
F -3.30203 1.44872 -3.89305 0.1481
F -3.69678 -0.51189 -4.76849 0.1594
O -1.70955 -0.15409 -6.54467 0.0153
C -0.70019 0.20263 -7.51132 -0.4983
C -0.21868 -1.10931 -8.18568 -0.2770
F -1.19839 -1.82368 -8.80988 0.0937
F 0.84195 -1.02184 -9.02533 0.0924
F -1.12862 1.12062 -8.37158 0.1842
F 0.29495 0.71647 -6.78225 0.1257
H -1.62970 1.80570 -5.63600 0.1440
H -3.07768 1.46675 -6.49221 0.1513
H -1.29969 -1.13258 -4.02161 0.1346
H 0.17234 -1.80963 -7.44761 0.1343
C -1.22926 -1.94165 5.14486 -0.0449
C -1.19951 -2.81518 3.93321 -0.4567
C -1.86297 -4.18993 4.17676 -0.3154
F -1.16534 -5.04437 4.95551 0.1217
F -3.14431 -4.08574 4.50799 0.1245
F -1.90721 -2.17012 2.99021 0.1023
F 0.07886 -2.92141 3.52696 0.1130
O -0.82295 -0.57843 4.90960 -0.1106
C -0.58031 0.18265 6.11627 -0.4949
C -1.76340 0.33889 7.14256 -0.3141
F -2.32363 -0.79116 7.53252 0.1393
F -1.40933 1.06328 8.21393 0.1353
F 0.47290 -0.36492 6.79223 0.1552
F -0.16781 1.35221 5.70305 0.1669
H -0.58996 -2.35629 5.92426 0.1674
H -2.24284 -1.87562 5.54034 0.1458
H -1.95767 -4.65633 3.19615 0.1738
H -2.52473 0.93573 6.64031 0.1709
C 3.91187 4.57748 0.11764 -0.0846
C 3.91933 3.43894 1.22527 -0.4422
C 5.17165 3.58303 2.10705 -0.3455
F 5.29071 4.80117 2.62512 0.1186
F 5.30265 2.60775 3.01820 0.1023
F 2.95112 3.58195 2.13454 0.1148
F 3.80719 2.19515 0.75476 0.1102
O 5.00139 4.51245 -0.76674 0.0016
C 5.30635 5.73490 -1.46250 -0.4813
C 6.53181 5.45228 -2.43121 -0.3239
F 7.09448 6.58875 -2.85044 0.1157
F 7.45673 4.65476 -1.94458 0.1270
F 4.32731 6.10367 -2.26677 0.1761
F 5.57683 6.64074 -0.50276 0.1568
H 3.76326 5.50049 0.67808 0.1389
H 2.93485 4.52218 -0.36244 0.1096
H 6.10617 3.50560 1.55138 0.1634
H 6.22218 4.90723 -3.32292 0.1685
C -7.15352 -2.75872 0.91619 -0.0158
C -7.41748 -4.19986 0.39598 -0.5238
C -8.58678 -4.87283 1.24354 -0.3600
F -8.93207 -6.12339 1.02684 0.1462
F -8.46729 -4.65058 2.53669 0.1095
F -7.81506 -4.10450 -0.82832 0.1726
F -6.35681 -4.95835 0.40696 0.1679
O -6.11540 -1.99943 0.22261 0.0407
C -4.99499 -1.68700 0.99078 -0.5191
C -3.90503 -0.91889 0.19404 -0.2767
F -4.32572 0.25594 -0.28372 0.1254
F -2.75940 -0.75296 0.89824 0.0491
F -5.35409 -0.97876 2.08159 0.1372
F -4.54776 -2.85685 1.47459 0.1461
H -6.91756 -2.86262 1.97526 0.1336
H -8.06210 -2.16855 0.79664 0.1523
H -9.45885 -4.25733 1.02275 0.1628
H -3.64508 -1.57614 -0.63575 0.1749
C -1.42156 3.97453 0.47393 0.0173
C -2.36394 3.01787 -0.28447 -0.4802
C -3.12482 3.64492 -1.49658 -0.2807
F -4.09792 4.48186 -1.14281 0.1269
F -2.20903 4.34502 -2.23049 0.0912
F -1.61791 1.97251 -0.62877 0.1226
F -3.31783 2.59046 0.53585 0.1295
O -0.97285 3.28018 1.70501 -0.1220
C -0.39956 4.17148 2.68574 -0.5017
C -1.45964 5.08869 3.42541 -0.3349
F -1.02512 5.81266 4.40673 0.1695
F -2.33244 5.84421 2.74731 0.1260
F 0.10488 3.31919 3.56836 0.1217
F 0.58732 4.87625 2.13978 0.1908
H -2.02080 4.84949 0.72583 0.1457
H -0.52055 4.17539 -0.10566 0.1455
H -3.59586 2.85493 -2.08151 0.1598
H -2.07578 4.37052 3.96643 0.1661
```

multiplicity	3
⟨S²⟩	2.04
frontier orbital gap (alpha / beta)	7.072 / 8.380	eV
charge	+1
electronic energy	-14729.9504	Ha
HOMO energy (alpha / beta)	-12.54 / -12.54	eV
relative energy (zero: lowest compared OMol25 entry of this formula, charge and spin)	5.045	eV

2.
Molecular formula: C5H8O2
Method: DFT, ωB97M-V/def2-TZVPD

```
15
Properties=species:S:1:pos:R:3:lowdin_charge:R:1
O 0.26528 2.47132 1.66926 0.0370
C 0.75140 1.49417 1.10160 -0.2954
C 0.42932 0.01551 1.21781 -0.1587
C 0.46955 -0.93228 -0.04665 -0.2752
C -0.64712 -1.08078 -0.95187 -0.1930
C -1.17750 0.40018 -1.29634 -0.1703
O -1.47024 1.27254 -0.43823 -0.0057
H 1.60132 1.59184 0.37558 0.1221
H -0.66986 -0.12835 1.53793 0.1391
H 1.36675 -0.42878 1.82689 0.1648
H 0.64300 -2.01999 0.25315 0.1322
H 1.39594 -0.59147 -0.59325 0.1235
H -1.60192 -1.34244 -0.43408 0.1273
H -0.46674 -1.58177 -1.96595 0.1394
H -0.88917 0.86030 -2.25584 0.1129
```

frontier orbital gap	10.127	eV
charge	0
electronic energy	-345.7002	Ha
HOMO energy	-9.68	eV
relative energy (zero: lowest compared OMol25 entry of this formula, charge and spin)	2.852	eV

3.
Molecular formula: C5H12N2OP
Method: DFT, ωB97M-V/def2-TZVPD

```
21
Properties=species:S:1:pos:R:3:lowdin_charge:R:1
C -1.58923 1.38810 -0.39552 -0.2386
C -0.63773 0.63443 -1.08419 -0.1721
C 0.80946 -0.34254 0.65241 -0.2249
C -0.33141 -0.75926 -0.43905 -0.1950
C -1.63826 -1.44787 0.03269 -0.1191
N 1.68781 0.66939 0.17108 -0.2106
N -2.14870 2.21833 0.21694 0.1944
O -2.33920 -0.29298 0.62455 -0.1357
P 3.21904 0.24642 -0.09661 0.9644
H -1.16079 0.47956 -2.07323 0.1469
H 0.40448 1.11532 -1.12597 0.1034
H 0.18569 0.09404 1.43921 0.1409
H 1.39069 -1.17817 1.05770 0.1046
H 0.17055 -1.46048 -1.09318 0.1301
H -1.45937 -2.14641 0.85490 0.1234
H -2.28283 -1.99050 -0.63435 0.1244
H -2.81240 2.81657 0.56778 0.0541
H 4.01207 1.53905 0.06531 0.0741
H -2.87945 -0.52151 1.44503 0.1519
H 3.79694 -0.54421 -1.10927 0.0112
H 3.60265 -0.51726 0.92376 -0.0277
```

multiplicity	3
⟨S²⟩	2.01
frontier orbital gap (alpha / beta)	3.111 / 5.815	eV
charge	+1
electronic energy	-723.2391	Ha
HOMO energy (alpha / beta)	-7.05 / -13.33	eV

4.
Molecular formula: C10H27AsCl2CrI2N3
Method: DFT, ωB97M-V/def2-TZVPD

```
46
Properties=species:S:1:pos:R:3:lowdin_charge:R:1
Cr -0.01187 -0.64869 0.61544 0.3116
N -4.13971 -1.90814 -2.68061 0.2645
C -3.62197 -0.78559 -1.80397 -0.2625
C -3.90894 -1.06703 -0.32547 -0.0611
C -3.20840 -0.02919 0.59099 -0.2602
N -2.00895 -0.58989 1.36248 0.0135
C -2.76260 1.19895 -0.19181 -0.0789
C -1.80379 0.84481 -1.33766 -0.2765
N -0.38872 0.83192 -0.80964 -0.0173
C -2.13012 -0.52420 -1.98442 -0.0739
H -5.15835 -2.00923 -2.58138 0.1992
H -3.73134 -2.82194 -2.45936 0.1892
H -3.96937 -1.72742 -3.67735 0.1960
H -4.17859 0.09319 -2.13088 0.1761
H -3.59635 -2.08694 -0.06934 0.1391
H -4.98166 -1.01449 -0.13454 0.1506
H -3.93015 0.27782 1.34492 0.1667
H -2.28401 -1.49366 1.75634 0.1232
H -1.93071 0.00824 2.18844 0.0947
H -2.28737 1.92067 0.48025 0.1298
H -3.64275 1.71118 -0.58244 0.1568
H -1.87176 1.61630 -2.10423 0.1743
H -0.17049 1.77436 -0.47452 0.0758
H 0.25340 0.72980 -1.60533 0.0836
H -1.56928 -1.33391 -1.49100 0.1185
H -1.82618 -0.52236 -3.03384 0.1490
Cl 0.70498 -2.61781 1.74762 0.7143
C 2.21130 -2.65125 0.73656 -0.6696
Cl 2.06532 -1.20193 -0.32933 0.7009
H 2.23830 -3.55237 0.13106 0.0873
H 3.08204 -2.55093 1.37681 0.0834
C 0.23260 0.62508 4.11688 -0.2100
As 0.92101 0.95664 2.34463 1.1060
C 2.84176 0.81582 2.45579 -0.2199
C 0.57901 2.82423 1.99313 -0.2161
H 0.89121 1.18604 4.78278 0.0788
H 0.26759 -0.42810 4.38821 0.0531
H -0.78104 1.01024 4.21867 0.0569
H 3.15780 1.62293 3.12042 0.0802
H 3.29534 0.96494 1.47666 0.0086
H 3.13845 -0.13638 2.89311 0.0575
H 1.01205 3.34372 2.85183 0.0808
H -0.48383 3.05505 1.94532 0.0497
H 1.09943 3.14811 1.08955 -0.0017
I 2.95637 2.62399 -1.45325 -0.0082
I 4.74277 4.22286 -2.61908 0.2862
```

multiplicity	4
⟨S²⟩	4.03
frontier orbital gap (alpha / beta)	3.072 / 4.991	eV
charge	+4
electronic energy	-5355.9883	Ha
HOMO energy (alpha / beta)	-18.27 / -18.27	eV

5.
Molecular formula: C6H7N
Method: DFT, ωB97M-V/def2-TZVPD

```
14
Properties=species:S:1:pos:R:3:lowdin_charge:R:1
C 2.31320 -0.33954 -0.65265 0.0190
C 1.31977 -0.33356 0.31861 -0.1331
C -0.12551 -0.46439 0.43451 -0.2309
C -1.20879 -1.27712 0.27586 -0.1415
N -2.41327 -0.75760 -0.09981 0.0830
C -2.21884 0.50758 0.04270 -0.0995
C -0.80095 0.84037 0.55434 -0.1329
H 2.27963 -0.81667 -1.68352 0.0682
H 3.28398 0.09394 -0.41860 0.0403
H 1.65962 0.28504 1.11051 0.0775
H -1.26216 -2.37754 0.42869 0.1173
H -2.78203 1.30041 -0.20372 0.0670
H -0.42544 1.56604 -0.17608 0.1300
H -0.66425 1.29824 1.53264 0.1357
```

frontier orbital gap	8.999	eV
charge	0
electronic energy	-287.4614	Ha
HOMO energy	-8.47	eV
relative energy (zero: lowest compared OMol25 entry of this formula, charge and spin)	3.424	eV

6.
Molecular formula: C7H32O10
Method: DFT, ωB97M-V/def2-TZVPD

```
49
Properties=species:S:1:pos:R:3:lowdin_charge:R:1
C 2.36981 1.95234 -1.48580 0.0424
C 1.49192 1.39181 -2.29318 -0.3254
C 1.69191 1.82416 -3.78692 -0.0521
C 0.53299 0.27550 -2.18600 -0.3152
C -0.69254 0.29711 -2.67496 0.0668
C 0.99070 -0.91594 -1.38699 -0.1688
C 0.44443 -0.79255 0.10310 -0.0753
H 2.33039 1.64229 -0.45015 0.0565
H 3.09328 2.69365 -1.77595 0.0703
H 1.99886 2.86744 -3.96191 0.0818
H 2.31632 1.09706 -4.27106 0.0745
H 0.74328 1.83281 -4.31334 0.0594
H -1.36490 -0.58426 -2.71927 0.0828
H -1.24651 1.13834 -3.12839 0.0734
H 2.09582 -1.04121 -1.43775 0.0982
H 0.65544 -1.86946 -1.79056 0.1059
H -0.65189 -0.65445 -0.06789 0.0787
H 0.73050 0.14656 0.54021 0.0520
H 0.56798 -1.65082 0.72726 0.0276
O 2.53159 -0.30684 1.98029 -0.0513
H 3.38075 -0.57233 2.35207 0.0733
H 2.18282 -1.11510 1.58786 0.0328
O -1.57692 1.08920 3.28581 -0.0691
H -1.79888 1.59433 2.48228 0.0680
H -2.52227 1.00656 3.50140 0.0636
O -0.73200 3.40940 -1.17056 -0.0519
H -0.16537 3.14891 -0.44402 0.0337
H -0.31652 3.17265 -2.00197 0.0174
O -2.80090 3.86216 -3.12777 -0.0727
H -3.08355 3.14169 -2.55485 0.0270
H -2.29445 4.44034 -2.53786 0.0202
O 4.16158 -3.21083 -0.36981 -0.0584
H 3.96082 -2.48876 -0.97406 0.0187
H 3.77278 -3.97927 -0.79898 0.0359
O -2.75936 -0.93762 1.60160 -0.0991
H -2.04271 -0.88631 2.29384 -0.0041
H -3.50885 -0.97892 2.21251 0.0495
O -0.41805 -3.50590 1.33125 -0.0566
H -0.13320 -4.21576 1.90896 0.0417
H -1.38539 -3.46901 1.32529 0.0420
O -1.10174 -1.41515 3.65320 -0.0906
H -1.28939 -1.52058 4.58583 0.0601
H -0.31803 -0.83938 3.48002 0.0179
O -3.57107 -2.15215 -1.05478 -0.0776
H -3.21005 -1.58252 -0.35494 -0.0115
H -2.84171 -2.78753 -1.14138 0.0300
O 0.90207 0.25155 4.17828 -0.0765
H 1.50607 0.19839 3.40734 0.0120
H 0.45649 1.10874 4.09015 0.0420
```

frontier orbital gap	9.283	eV
charge	0
electronic energy	-1038.2208	Ha
HOMO energy	-9.16	eV
relative energy (zero: lowest compared OMol25 entry of this formula, charge and spin)	2.332	eV

7.
Molecular formula: C4H6F2
Method: DFT, ωB97M-V/def2-TZVPD

```
12
Properties=species:S:1:pos:R:3:lowdin_charge:R:1
C 1.43220 0.43626 0.12938 -0.0123
C -0.04958 0.38187 0.24798 -0.4570
F -0.41009 1.69628 0.53093 -0.0066
C -1.02454 -0.71230 0.63240 0.0196
C -0.92680 -0.28141 -0.79860 -0.2462
F -0.22297 -1.10880 -1.62482 0.0121
H 1.84241 -0.54585 0.45759 0.0920
H 1.83287 0.60703 -0.93024 0.1081
H 1.64313 1.36353 0.73874 0.1040
H -1.88600 -0.38617 1.21486 0.1185
H -0.58672 -1.72663 0.72435 0.1314
H -1.64391 0.27618 -1.32257 0.1364
```

frontier orbital gap	11.013	eV
charge	0
electronic energy	-355.6829	Ha
HOMO energy	-9.90	eV
relative energy (zero: lowest compared OMol25 entry of this formula, charge and spin)	1.136	eV

8.
Molecular formula: C17H22N4O3
Method: DFT, ωB97M-V/def2-TZVPD

```
46
Properties=species:S:1:pos:R:3:lowdin_charge:R:1
C 2.39923 2.17103 3.52692 -0.0146
C 2.08356 1.00005 4.47635 -0.1072
N 0.90633 0.34729 3.97675 -0.2235
C 1.06816 -0.55497 3.16514 -0.0927
C -0.22242 -1.26889 2.65941 -0.0754
C -0.56093 -2.31725 1.65558 -0.3817
C 0.32478 -3.37039 1.67664 -0.0272
N -0.76035 -1.50722 0.41899 0.0832
C 0.38991 -0.86364 -0.33817 -0.3978
O 1.42658 -0.83976 0.16272 0.1489
N -0.24992 -0.50056 -1.59920 0.1606
C 0.47429 0.35101 -2.39061 -0.0979
C 1.97392 0.42735 -2.27609 0.0101
C 2.49186 1.28471 -3.12826 -0.0978
C 1.85209 1.66413 -4.39621 -0.1316
C 0.52556 1.55836 -4.47834 -0.0299
C -0.16550 0.44921 -3.63227 -0.0173
C -1.56622 0.50736 -3.89529 -0.5552
O -2.11839 0.00132 -3.06905 0.2015
O -2.13248 0.93764 -4.99600 0.0295
C -3.37345 0.94884 -5.12958 -0.1449
C -1.11133 -0.38135 3.38103 -0.2129
C -2.80032 -0.31896 3.36653 0.0130
N -0.40714 0.58090 4.05462 0.0742
H 2.84121 1.60679 2.53814 0.1475
H 3.13019 2.62600 3.88717 -0.0212
H 1.68717 2.76034 3.17035 0.0336
H 1.39443 1.46530 5.48817 0.2088
H 2.70098 0.43371 4.73663 -0.0088
H 2.09822 -1.03022 2.82504 0.1677
H -1.58144 -2.55704 2.02029 0.1549
H 1.19825 -2.99003 1.45381 0.0614
H 0.46588 -3.59354 2.59634 0.0624
H -0.11485 -3.97504 1.15931 0.0282
H -1.79732 -1.31506 -0.00706 0.1931
H -1.08963 -0.66979 -1.79904 -0.0014
H 2.22165 0.11249 -1.44165 -0.0020
H 3.74407 1.40033 -3.12096 0.1652
H 2.65535 2.22301 -5.16921 0.1560
H 0.06566 1.78807 -5.47755 0.1213
H -3.61373 -0.13542 -5.28737 0.1281
H -3.64951 1.22636 -6.19724 0.1452
H -3.89837 1.20308 -4.43400 0.0110
H -3.06664 -1.36966 3.63517 0.0755
H -2.77990 0.46128 3.94693 -0.0324
H -3.05952 0.02287 2.28513 0.0923
```

frontier orbital gap	7.969	eV
charge	0
electronic energy	-1105.1498	Ha
HOMO energy	-7.65	eV
relative energy (zero: lowest compared OMol25 entry of this formula, charge and spin)	18.004	eV

Look up the electronic energy of the second one.
-345.7002 Ha

Look up the electronic energy of the fourth one.
-5355.9883 Ha